Entry from the Open Molecules 2025 dataset: the molecule C22H27NO5 in a non-equilibrium geometry (ωB97M-V with the def2-TZVPD basis set).

Output
**Energy above the lowest of the compared OMol25 structures with the same formula, charge and spin**: 24.9 kcal per mole
**LUMO**: 0.0248 Ha
**Frontier orbital gap**: 9.13 eV

Last column: Löwdin charge in e.
Geometry (Å):
1 C -0.06820 -4.32673 0.92864  -0.057
2 C -1.29289 -3.63880 0.34376  -0.213
3 O -0.92873 -2.49419 -0.43041  -0.025
4 C -0.70200 -1.35922 0.23777  -0.464
5 O -0.79149 -1.26214 1.43292  0.134
6 C -0.30572 -0.22538 -0.70712  -0.335
7 C -1.46079 0.00827 -1.71116  -0.075
8 C -2.76835 0.32523 -1.04169  -0.225
9 C -3.60887 -0.69022 -0.59493  -0.023
10 C -4.78996 -0.40227 0.05185  0.012
11 C -5.17399 0.92175 0.27031  -0.275
12 O -6.35611 1.09859 0.92282  -0.084
13 C -6.79145 2.41112 1.17973  -0.092
14 C -4.35526 1.94352 -0.19348  -0.012
15 C -3.17011 1.63751 -0.84232  -0.042
16 C 0.00446 1.03295 0.11919  -0.081
17 C 1.13323 1.84236 -0.50041  -0.117
18 N 2.36510 1.07307 -0.51101  -0.031
19 C 3.51338 1.67961 -0.12924  -0.409
20 O 3.55472 2.86042 0.17505  0.068
21 C 4.73580 0.83778 -0.11009  -0.103
22 C 5.37423 0.17158 -1.19709  -0.021
23 C 6.50624 -0.37585 -0.68592  -0.109
24 O 6.61577 -0.10230 0.62667  0.059
25 C 5.55105 0.64879 0.97391  -0.257
26 C 5.40927 1.10553 2.37950  0.014
27 C 2.21563 -0.35913 -0.67500  -0.119
28 C 0.95678 -0.65010 -1.48369  -0.089
29 H -0.37299 -5.22630 1.45529  0.078
30 H 0.62787 -4.59672 0.13772  0.078
31 H 0.43077 -3.66175 1.62908  0.076
32 H -1.96830 -3.32221 1.14522  0.124
33 H -1.81865 -4.29636 -0.35201  0.125
34 H -1.17557 0.83590 -2.36417  0.127
35 H -1.56762 -0.89229 -2.31896  0.130
36 H -3.34033 -1.72132 -0.76869  0.113
37 H -5.44203 -1.18781 0.39972  0.119
38 H -6.07800 2.95623 1.80619  0.096
39 H -7.73460 2.30960 1.71434  0.092
40 H -6.96078 2.96793 0.25213  0.095
41 H -4.62552 2.97925 -0.06059  0.103
42 H -2.55847 2.44903 -1.21187  0.117
43 H 0.29045 0.73295 1.12910  0.128
44 H -0.88826 1.64978 0.21117  0.112
45 H 0.87645 2.14304 -1.52366  0.131
46 H 1.32687 2.74944 0.07746  0.125
47 H 5.04703 0.14015 -2.21674  0.114
48 H 7.28841 -0.95543 -1.13401  0.119
49 H 6.38810 1.33123 2.79584  0.088
50 H 4.94503 0.33425 2.99532  0.088
51 H 4.78783 1.99641 2.40195  0.083
52 H 3.08930 -0.76304 -1.18882  0.112
53 H 2.14528 -0.84955 0.30663  0.142
54 H 0.90706 -1.71292 -1.72061  0.126
55 H 1.00890 -0.10122 -2.42554  0.130

Entry from the Open Molecules 2025 dataset: a cluster of 2 separate species, C2H6ClPS in total in a non-equilibrium geometry (ωB97M-V with the def2-TZVPD basis set).

Output
**Energy above the lowest of the compared OMol25 structures with the same formula, charge and spin**: 36.8 kcal per mole
**LUMO**: -0.1115 Ha
**Frontier orbital gap**: 6.76 eV

Last column: Löwdin charge in e.
Geometry (Å):
1 C -0.19253 -0.40960 -1.45091  -0.296
2 C 0.13058 -0.11433 1.51162  -0.383
3 P -0.44212 0.75833 0.02075  0.400
4 S -2.42594 1.17276 0.11158  0.235
5 Cl 2.35268 1.32333 -0.11931  -0.195
6 H 0.67933 -1.02400 -1.26788  0.025
7 H 0.19778 0.21816 -2.24599  0.029
8 H -1.09288 -0.97293 -1.66857  0.036
9 H 0.68869 0.66535 2.19983  0.079
10 H 0.82484 -0.85475 1.06125  0.021
11 H -0.72045 -0.76232 1.84763  0.050

Entry from the Open Molecules 2025 dataset: a cluster of 2 separate species, C14H16O2 in total in a non-equilibrium geometry (ωB97M-V with the def2-TZVPD basis set).

Output
**Energy above the lowest of the compared OMol25 structures with the same formula, charge and spin**: 57.8 kcal per mole
**LUMO**: 0.0232 Ha
**Frontier orbital gap**: 8.67 eV

Last column: Löwdin charge in e.
Geometry (Å):
1 C -3.33707 1.58074 -1.58840  -0.052
2 C -1.96354 1.08137 -1.84760  -0.303
3 C -0.83539 1.94746 -1.71231  -0.006
4 C 0.42228 1.51732 -2.18281  -0.016
5 C 0.70512 0.18115 -2.56464  -0.326
6 O 1.87090 -0.52577 -2.78319  0.045
7 C -0.43866 -0.59872 -2.73523  -0.027
8 C -1.74167 -0.18180 -2.38066  -0.054
9 H -3.93071 1.26239 -2.40358  0.067
10 H -3.31259 2.68481 -1.65168  0.089
11 H -3.62785 1.27916 -0.59743  0.079
12 H -1.08281 2.88458 -1.46647  0.064
13 H 1.21185 2.12558 -2.24297  0.066
14 H 2.64118 0.05692 -2.70625  0.113
15 H -0.35283 -1.60709 -3.30926  0.146
16 H -2.61183 -0.83678 -2.52381  0.116
17 C -1.91548 -1.51904 3.28095  -0.056
18 C -0.57407 -0.95362 2.74811  -0.248
19 C -0.42013 -0.42710 1.41374  -0.017
20 C 0.82167 -0.15561 0.85760  0.025
21 C 1.97208 -0.29398 1.68553  -0.392
22 O 3.06606 0.25274 1.22044  0.027
23 C 1.91323 -0.73955 2.97979  -0.020
24 C 0.62432 -1.17134 3.46889  -0.038
25 H -1.88921 -2.25378 3.99207  0.015
26 H -2.53781 -1.77473 2.40152  0.076
27 H -2.30276 -0.65065 4.05369  0.131
28 H -1.26641 -0.37707 0.81617  0.074
29 H 0.82766 0.29373 -0.04118  0.042
30 H 3.93493 -0.23039 1.54778  0.180
31 H 2.78673 -0.71636 3.64627  0.114
32 H 0.62070 -1.55972 4.44946  0.084

Entry from the Open Molecules 2025 dataset: a structure of composition C8H17MoP2 in a non-equilibrium geometry (ωB97M-V with the def2-TZVPD basis set).

Output
**Energy above the lowest of the compared OMol25 structures with the same formula, charge and spin**: 0.0 kcal per mole
**<S²>**: 2.02
**Spin multiplicity**: 3
**Total charge**: +1
**LUMO (alpha / beta)**: -0.1535 / -0.1523 Ha
**Frontier orbital gap (alpha / beta)**: 7.29 / 6.92 eV

Last column: Löwdin spin population.
Geometry (Å):
1 C 0.28886 -2.35475 -1.85665  0.026
2 C 0.48265 -1.02905 -2.39540  -0.018
3 C -0.73491 -0.29185 -2.22304  -0.023
4 C -1.70632 -1.14806 -1.61993  0.021
5 C -1.08771 -2.42055 -1.33673  0.017
6 Mo 0.19075 -1.24739 0.06926  1.748
7 P 2.54487 -1.47296 0.15819  0.090
8 H 0.95204 -3.20993 -1.95922  0.009
9 H 1.38929 -0.67977 -2.88199  0.000
10 H -0.90907 0.72937 -2.54321  -0.001
11 H -1.58031 -3.31625 -0.97420  0.005
12 H -2.75118 -0.90732 -1.40448  0.004
13 H 3.40485 -0.38019 0.47551  0.003
14 H 3.26091 -2.00529 -0.95605  0.005
15 H 2.97625 -2.40392 1.15332  0.023
16 C -1.29113 0.88082 2.60539  0.025
17 P -0.36007 0.98266 1.03671  0.052
18 C -1.35239 2.15621 0.05309  -0.002
19 C 1.12052 1.95060 1.49874  0.008
20 H -2.29208 0.47528 2.40826  0.001
21 H -1.37627 1.86857 3.08018  0.003
22 H -0.76775 0.20701 3.29377  0.003
23 H -1.53159 3.07889 0.62470  -0.001
24 H -0.83044 2.39570 -0.88133  0.000
25 H -2.31765 1.70192 -0.19918  0.000
26 H 0.82715 2.95312 1.84273  0.001
27 H 1.66629 1.43622 2.29968  0.001
28 H 1.78444 2.05091 0.63191  0.000

Entry from the Open Molecules 2025 dataset: a cluster of 2 separate species, C6H21N5P in total in a non-equilibrium geometry (ωB97M-V with the def2-TZVPD basis set).

Output
**Energy above the lowest of the compared OMol25 structures with the same formula, charge and spin**: 64.3 kcal per mole
**Total charge**: +1
**LUMO**: -0.0801 Ha
**Frontier orbital gap**: 10.73 eV

Last column: Löwdin charge in e.
Geometry (Å):
1 C 2.67902 0.21049 1.23035  -0.101
2 C 0.56025 1.24629 1.66116  -0.091
3 C -0.85184 -2.15470 -1.25905  -0.138
4 C 0.27899 -2.27536 0.92460  -0.138
5 C 0.00140 1.99428 -1.88157  -0.115
6 C -3.82435 1.00872 0.90557  -0.101
7 N -2.81200 0.36402 0.53324  -0.007
8 N 2.03496 0.07239 -1.73836  -0.051
9 N 1.38385 0.56770 0.66963  -0.348
10 N 0.33256 -1.86210 -0.47317  -0.273
11 N -0.40066 0.62595 -1.40115  -0.184
12 P 0.76811 -0.21823 -0.65558  0.715
13 H 3.26456 1.11512 1.50274  0.116
14 H 2.38140 -0.28250 2.12056  0.062
15 H 3.23212 -0.58721 0.66401  0.104
16 H 0.98093 2.29246 1.45191  0.121
17 H -0.53660 1.35046 1.38083  0.082
18 H 0.64121 0.94417 2.66528  0.070
19 H -1.61472 -1.39935 -1.44207  0.059
20 H -0.53341 -2.41349 -2.22146  0.065
21 H -1.46116 -3.02060 -0.83708  0.122
22 H 1.24421 -2.29029 1.40923  0.065
23 H -0.44693 -1.74410 1.70122  0.116
24 H -0.17625 -3.28436 1.02120  0.094
25 H 0.84923 2.06823 -2.59454  0.076
26 H -0.86237 2.24381 -2.49873  0.082
27 H 0.29644 2.70376 -1.05441  0.092
28 H -4.03701 2.07163 0.39538  0.118
29 H -4.58937 0.67133 1.66058  0.086
30 H -1.28420 0.77073 -0.79678  0.078
31 H -2.55277 -0.57332 0.81302  0.044
32 H 2.96786 0.01460 -1.15369  0.102
33 H 2.08655 -0.23055 -2.70289  0.077

Entry from the Open Molecules 2025 dataset: the molecule C4H6N2O2 in a non-equilibrium geometry (ωB97M-V with the def2-TZVPD basis set).

Output
**Energy above the lowest of the compared OMol25 structures with the same formula, charge and spin**: 78.0 kcal per mole
**LUMO**: 0.0157 Ha
**Frontier orbital gap**: 9.45 eV

Last column: Löwdin charge in e.
Geometry (Å):
1 O -1.81734 -1.18323 -0.71373  0.066
2 C -1.40802 -0.23291 0.01146  -0.478
3 O -1.94273 0.92759 0.20581  0.089
4 C -0.07102 0.11837 0.65601  -0.235
5 C 0.81284 1.20657 -0.13569  -0.114
6 C 1.96150 0.40307 -0.69400  -0.152
7 N 2.07705 -0.66987 -0.04328  0.008
8 N 0.95494 -0.97712 0.74106  -0.048
9 H -2.78206 1.07721 -0.30422  0.172
10 H -0.29331 0.71465 1.66041  0.174
11 H 1.16998 2.05763 0.61021  0.149
12 H 0.04718 1.68182 -0.79887  0.106
13 H 2.53705 0.95544 -1.37020  0.090
14 H 0.40607 -1.88328 0.35498  0.174

- Which of these has the highest energy above the lowest of the compared OMol25 structures with the same formula, charge and spin?
  C4H6N2O2

- The lowest energy above the lowest of the compared OMol25 structures with the same formula, charge and spin belongs to which entry?
  C8H17MoP2

- Look up the energy above the lowest of the compared OMol25 structures with the same formula, charge and spin of the third one.
  57.8 kcal per mole

- What is the formula in the fifth record?
  C6H21N5P